11
Properties=species:S:1:pos:R:3:lowdin_spin:R:1 method="wB97M-V/def2-TZVPD" homo_energy_ev="-5.26 / -8.11" molar_mass_g_mol=201.86 multiplicity=2 energy_ev=-13499.181 relative_energy_kj_mol=500.33 fmax_ev_per_a=2.898
H -2.6831 -1.6126 0.1607 0.1885
C -2.7429 0.7609 -0.2507 0.2322
C -1.6740 -0.2160 -0.0958 0.0908
O -0.5969 0.2356 0.6070 -0.0276
C 0.6994 -0.2601 0.3461 -0.1925
O 0.7570 -1.1547 -0.5042 0.0019
O -3.9479 0.3220 -0.2635 0.1847
H -2.5372 1.7819 0.1171 0.0195
H -1.4435 -0.8037 -0.9944 0.0091
Ag 3.4942 -1.0365 0.0440 0.4154
Li -4.7961 -1.2826 -0.0825 0.0780

---

30
Properties=species:S:1:pos:R:3:lowdin_spin:R:1 method="wB97M-V/def2-TZVPD" homo_energy_ev="-0.50 / -7.74" molar_mass_g_mol=180.15 multiplicity=2 energy_ev=-20799.751 total_charge=-1 relative_energy_kj_mol=61.72 fmax_ev_per_a=1.483
O -3.6560 -1.4389 -0.4058 0.0090
H -3.0281 -1.1533 0.2578 0.0027
H -3.6281 -2.3949 -0.3670 0.0013
O 1.5384 2.2564 -2.8365 0.0171
H 1.2229 1.4194 -2.4957 0.0039
H 2.3136 2.0296 -3.3501 0.0027
O 3.0627 2.8304 -0.3215 0.0873
H 3.9801 2.8652 -0.0507 0.0169
H 2.6484 2.2419 0.3096 0.0410
O -1.4581 -1.2026 -3.3099 0.0062
H -0.7194 -0.8068 -2.8474 0.0025
H -1.4121 -2.1318 -3.0847 0.0011
O 0.1498 0.0808 -0.3599 0.0571
H 0.8218 -0.0327 0.3123 0.0298
H -0.6535 0.2544 0.1309 0.0069
O -2.5313 2.4153 1.8706 0.0175
H -1.9970 1.6379 2.0333 0.0070
H -3.3927 2.1927 2.2236 0.0025
O 2.4123 -1.0790 1.1521 0.2159
H 2.7417 -0.8924 2.0312 0.1091
H 2.9223 -0.5073 0.5783 0.0731
O -2.1572 -0.3784 1.8457 0.0307
H -1.4091 -0.9065 2.1242 0.0087
H -2.8891 -0.7040 2.3697 0.0073
O -0.0435 -1.7671 2.9016 0.1117
H -0.0852 -1.2991 3.7356 0.0370
H 0.8569 -1.6426 2.6014 0.0413
O 1.2862 -0.7160 -2.6867 0.0304
H 2.2094 -0.5054 -2.5468 0.0139
H 0.8937 -0.6652 -1.8152 0.0084

---

70
Properties=species:S:1:pos:R:3:lowdin_spin:R:1 method="wB97M-V/def2-TZVPD" homo_energy_ev="-13.53 / -13.52" molar_mass_g_mol=550.48 multiplicity=2 energy_ev=-56618.941 total_charge=+2 fmax_ev_per_a=9.561
Be -1.0234 -2.6185 -1.6508 -0.0001
O -1.0004 1.3551 0.3345 0.0001
C -0.9748 0.1091 -0.1272 0.0000
O -1.6213 -0.8344 0.3980 0.0002
O -0.2324 -0.1480 -1.1422 0.0012
H -0.4248 1.7592 -0.3190 0.0000
C 1.8036 3.7060 -1.1909 0.0001
O 1.1671 2.8909 -0.6220 0.0007
N 1.1995 4.6393 -1.9226 0.0003
N 3.0488 3.9182 -1.0582 0.0001
H 0.1946 4.5381 -1.9185 0.0000
H 1.7462 5.2461 -2.5167 0.0000
H 3.5528 3.1149 -0.7107 0.0000
H 3.4722 4.7126 -1.5163 0.0000
C 0.7391 -3.1098 1.5122 -0.0001
O 0.4573 -2.9923 0.3696 -0.0002
N 0.0865 -2.4449 2.4128 0.0002
N 1.5814 -3.8147 2.0700 0.0000
H -0.5642 -1.7612 2.0532 0.0000
H 0.3769 -2.4959 3.3788 0.0000
H 1.4071 -4.1450 3.0084 0.0000
H 2.2973 -4.1599 1.4467 0.0000
C -2.2738 -0.6851 4.2139 0.0000
O -2.1614 -0.4657 5.3694 0.0000
N -2.0652 0.1550 3.3296 0.0000
N -2.6638 -1.8845 3.7806 0.0000
H -2.4251 0.1070 2.3871 0.0000
H -1.7510 1.0764 3.5989 0.0000
H -2.8952 -2.1738 2.8410 0.0000
H -2.6977 -2.6337 4.4571 0.0000
C -3.4195 -3.7687 0.4827 0.0000
O -2.4765 -3.9433 -0.2158 0.0000
N -4.2503 -4.6636 1.0131 0.0000
N -3.9557 -2.6722 0.7434 0.0000
H -4.2216 -5.5686 0.5656 0.0000
H -4.7823 -4.5516 1.8643 0.0000
H -3.4568 -1.9332 0.2690 0.0000
H -4.9568 -2.6120 0.8627 0.0000
C -1.1014 -0.8943 -4.6197 0.0000
O -1.0975 -1.8521 -3.9169 0.0000
N -0.9210 0.2931 -4.0582 0.0000
N -1.2273 -0.8584 -5.8954 0.0000
H -0.7072 0.3867 -3.0755 0.0000
H -0.4564 0.9491 -4.6696 0.0000
H -1.1285 -1.7997 -6.2478 0.0000
H -0.9732 -0.1113 -6.5258 0.0000
C 3.4359 0.1037 0.8963 0.0802
O 4.6182 -0.0851 1.2000 0.7723
N 2.7590 -0.7236 0.0809 0.0869
N 2.7715 1.1253 1.2183 0.0187
H 1.7693 -0.5316 0.0194 0.0053
H 3.1436 -1.5681 -0.3178 0.0001
H 1.8210 1.1014 0.8776 0.0036
H 3.0980 1.7911 1.9041 0.0001
C 2.9827 0.6092 -3.7629 0.0012
O 2.0822 0.5765 -4.6354 0.0029
N 4.3066 0.4878 -3.8847 0.0036
N 2.7657 0.6893 -2.4178 0.0202
H 4.8703 0.7171 -3.0786 0.0000
H 4.5989 0.4805 -4.8514 0.0001
H 3.4124 0.6305 -1.6443 -0.0004
H 1.7879 0.7241 -2.1673 0.0000
C -1.2990 3.8603 2.9477 0.0001
O -1.4873 4.8690 3.6007 0.0016
N -0.1425 3.2021 2.9158 0.0010
N -2.1813 3.1078 2.2881 0.0000
H 0.6507 3.5012 3.4649 0.0000
H -0.0664 2.2209 2.6889 -0.0001
H -1.7613 2.4352 1.6625 0.0000
H -3.1604 3.3153 2.1524 0.0000

---

23
Properties=species:S:1:pos:R:3:lowdin_charge:R:1 method="wB97M-V/def2-TZVPD" homo_energy_ev=-12.11 molar_mass_g_mol=287.06 energy_ev=-15457.245 total_charge=+1 fmax_ev_per_a=5.652
C 3.5967 2.9515 1.1403 -0.0652
H 3.7820 2.0036 1.6708 0.1100
H 4.5361 3.5139 1.0713 0.1032
H 3.2369 2.7483 0.1192 0.0886
O -1.8309 -0.7015 0.0382 -0.0106
C -1.7327 -0.2612 -1.0801 -0.1416
H -2.4533 -0.5289 -1.8813 0.0871
H -0.9675 0.5025 -1.3397 0.0687
O 2.6699 3.7420 1.8796 -0.4054
C 1.4059 3.1202 2.2881 -0.4160
C 0.5717 2.7965 1.0757 -0.2198
O 0.0010 4.0485 0.5927 -0.2964
C 0.4746 4.6174 -0.6267 -0.1822
C 0.3897 6.1359 -0.4529 -0.2895
O 1.0284 6.5631 0.7061 -0.5152
La 1.0099 5.4426 2.3241 2.1729
H 1.5964 2.2435 2.9236 0.1085
H -0.2624 2.1407 1.3625 0.1361
H 1.0966 2.3255 0.2259 0.1229
H -0.1288 4.2682 -1.4801 0.1447
H 1.5241 4.3168 -0.7884 0.1301
H -0.6852 6.4153 -0.4513 0.1312
H 0.8294 6.5936 -1.3607 0.1378

---

27
Properties=species:S:1:pos:R:3:lowdin_charge:R:1 method="wB97M-V/def2-TZVPD" homo_energy_ev=-12.20 molar_mass_g_mol=157.31 energy_ev=-18382.484 total_charge=+1 relative_energy_kj_mol=309.84 fmax_ev_per_a=4.469
C -0.3671 1.6692 -0.9486 -0.1119
C 0.6486 0.6041 -1.3851 -0.2043
C 1.2072 1.2890 0.7367 -0.1825
C -0.2592 1.6222 0.5770 -0.2769
C -0.5009 -0.8007 0.8305 -0.0944
C 1.3502 0.1365 -0.1867 -0.3639
C -1.3678 -1.7977 -0.0243 -0.1775
N -2.5621 -0.9824 -0.3107 0.0208
N -1.1044 0.4986 1.0269 0.0059
Si 2.8411 -1.0291 0.0901 0.7256
H -0.2332 2.7483 -1.3263 0.1558
H -1.3564 1.4487 -1.3174 0.0999
H 0.0793 -0.2309 -1.8018 0.1045
H 1.2299 0.8948 -2.2542 0.1279
H 1.9716 2.1073 0.5381 0.1767
H 1.3565 0.8081 1.7136 0.1098
H -0.5238 2.4987 1.1124 0.1456
H 0.0398 -1.3024 1.6905 0.1362
H -0.8471 -2.3174 -0.9045 0.1450
H -1.5786 -2.6689 0.6011 0.1109
H -2.9374 -1.0043 -1.2200 0.0978
H -3.2165 -1.3440 0.3139 0.0850
H -1.2546 0.7223 2.0108 0.1749
H -2.1016 0.3848 0.4154 0.1920
H 3.8252 -0.6039 -0.9500 -0.0513
H 2.4846 -2.3836 -0.4345 -0.0609
H 3.1769 -0.9672 1.4071 -0.0907

---

73
Properties=species:S:1:pos:R:3:lowdin_charge:R:1 method="wB97M-V/def2-TZVPD" homo_energy_ev=-11.09 molar_mass_g_mol=541.71 energy_ev=-108787.270 total_charge=+1 relative_energy_kj_mol=0.00 fmax_ev_per_a=0.170
Zn 0.6209 0.0979 -0.7941 0.5007
B 3.5243 -0.8995 -0.7023 -0.4097
N 2.9749 -0.5753 0.7243 -0.0657
C 3.5098 -0.7482 1.9352 -0.0592
C 2.6272 -0.2550 2.8876 -0.0470
C 1.5513 0.2219 2.1460 -0.1785
N 1.7697 0.0132 0.8482 -0.0466
N 2.5883 -1.9589 -1.3541 -0.0694
C 2.8377 -3.2092 -1.7533 -0.0598
C 1.6871 -3.7352 -2.3186 -0.0443
C 0.7510 -2.7124 -2.2069 -0.1486
N 1.3071 -1.6454 -1.6279 -0.0447
H 3.4397 0.1229 -1.3583 0.0606
H 4.6338 -1.3428 -0.6137 0.0783
H 4.4818 -1.1994 2.0415 0.1298
H 2.7614 -0.2281 3.9545 0.1012
H 0.6407 0.7021 2.4691 0.1077
H 3.8185 -3.6350 -1.6261 0.1289
H 1.5556 -4.7104 -2.7523 0.0997
H -0.2846 -2.6879 -2.5093 0.1082
C 0.3381 4.8618 1.3643 -0.2966
P 0.8042 3.3842 0.3843 0.8218
C 2.5801 3.2365 0.8263 -0.2835
C 0.9874 4.1842 -1.2740 -0.4367
C 1.5565 3.2445 -2.3393 -0.3971
P 0.6121 1.6929 -2.5364 0.8165
C -1.0661 2.2364 -2.9671 -0.2408
C 1.2945 0.9645 -4.0507 -0.2439
H 1.0352 5.6878 1.2110 0.0451
H 0.3265 4.6048 2.4239 0.0370
H -0.6656 5.1878 1.0897 0.0369
H 3.1083 4.1803 0.6735 0.0517
H 3.0562 2.4552 0.2314 0.0240
H 2.6777 2.9398 1.8710 0.0383
H 1.6338 5.0613 -1.1815 0.0870
H 0.0049 4.5480 -1.5860 0.0737
H 2.5877 2.9666 -2.1071 0.0809
H 1.5730 3.7376 -3.3155 0.0940
H -1.0432 2.9813 -3.7638 0.0606
H -1.5472 2.6579 -2.0847 0.0426
H -1.6555 1.3804 -3.2947 0.0473
H 1.2538 1.6626 -4.8871 0.0564
H 0.7415 0.0604 -4.3037 0.0458
H 2.3308 0.6803 -3.8621 0.0489
C -4.2773 -0.7993 2.1161 -0.0804
N -3.0907 -0.2175 1.5089 -0.3013
C -2.7962 1.1490 1.9231 -0.0871
P -1.9677 -1.1335 0.7422 0.5366
O -1.2202 -0.2174 -0.1941 -0.3507
N -1.0077 -1.8730 1.8460 -0.2930
C -1.1832 -1.7852 3.2865 -0.0794
C 0.0227 -2.8169 1.4221 -0.0810
N -2.6876 -2.3330 -0.1132 -0.2977
C -3.0220 -3.6412 0.4290 -0.0930
C -3.3704 -2.0058 -1.3592 -0.0857
H -5.1499 -0.1891 1.8756 0.0933
H -4.1906 -0.8558 3.2058 0.0877
H -4.4488 -1.8039 1.7336 0.0697
H -3.6645 1.7808 1.7255 0.0915
H -1.9495 1.5354 1.3592 0.0537
H -2.5731 1.2069 2.9943 0.0847
H -1.8477 -0.9658 3.5476 0.0651
H -0.2138 -1.6019 3.7559 0.0841
H -1.5893 -2.7150 3.6978 0.0926
H 0.0801 -2.8583 0.3357 0.0616
H -0.2002 -3.8221 1.7923 0.0939
H 0.9962 -2.5111 1.8119 0.0797
H -2.5823 -3.7724 1.4150 0.0740
H -2.6436 -4.4279 -0.2276 0.0938
H -4.1059 -3.7639 0.5160 0.0865
H -3.0358 -1.0380 -1.7257 0.0712
H -4.4549 -1.9727 -1.2178 0.0907
H -3.1479 -2.7634 -2.1140 0.0876